No. 1
The following is a DFT calculation (wB97M-V/def2-TZVPD) of a molecular structure, C34H46BrF13IN2O16PS in a non-equilibrium geometry.

Last column: Löwdin charge in e.
Positions of all 115 atoms, in Å:
O (2.48, 3.14, 6.11)  -0.39
P (3.88, 3.51, 5.25)  0.52
Br (5.54, 3.38, 6.80)  0.24
C (4.25, 2.20, 3.98)  -0.41
C (3.99, 0.71, 4.11)  -0.19
C (3.30, 0.14, 5.39)  -0.13
C (1.73, 0.34, 5.44)  -0.07
C (0.88, -0.89, 5.02)  -0.35
F (-0.27, -0.88, 5.82)  0.08
F (1.52, -2.09, 5.35)  0.09
C (0.52, -1.00, 3.50)  -0.27
F (-0.38, -2.06, 3.38)  0.11
F (1.60, -1.37, 2.71)  0.12
C (-0.10, 0.29, 2.82)  -0.27
F (-0.61, -0.14, 1.60)  0.13
F (0.94, 1.13, 2.50)  0.13
C (-1.29, 0.96, 3.57)  -0.27
F (-0.96, 1.64, 4.71)  0.12
F (-2.21, 0.00, 3.95)  0.13
C (-2.14, 1.99, 2.68)  -0.27
F (-2.99, 2.62, 3.59)  0.11
F (-2.96, 1.37, 1.79)  0.16
C (-1.29, 3.15, 2.03)  -0.44
F (-2.13, 4.19, 1.69)  0.14
F (-0.36, 3.69, 2.87)  0.16
F (-0.70, 2.77, 0.86)  0.15
C (4.37, -0.17, 3.06)  0.02
C (5.01, 0.24, 1.78)  -0.35
N (5.36, -0.59, 0.76)  -0.20
S (5.95, 0.53, -0.35)  0.99
N (5.77, 1.98, 0.42)  -0.26
C (5.22, 1.73, 1.66)  -0.38
C (4.86, 2.68, 2.74)  -0.60
I (5.27, 4.76, 2.35)  0.81
H (1.69, 3.51, 5.68)  0.06
H (3.72, 0.72, 6.26)  0.10
H (3.65, -0.91, 5.52)  0.12
H (1.50, 1.29, 4.90)  0.09
H (1.48, 0.54, 6.52)  0.14
H (4.19, -1.27, 3.21)  0.12
C (4.02, 3.51, -6.56)  -0.06
C (5.31, 2.73, -6.75)  -0.21
O (6.41, 3.40, -6.11)  0.04
C (6.48, 3.24, -4.79)  -0.60
O (5.73, 2.59, -4.10)  0.11
O (7.53, 3.95, -4.34)  0.00
C (7.68, 3.94, -2.92)  -0.04
H (4.14, 4.54, -6.88)  0.08
H (3.21, 3.05, -7.13)  0.08
H (3.73, 3.54, -5.51)  0.07
H (5.55, 2.69, -7.81)  0.12
H (5.22, 1.71, -6.39)  0.12
H (7.69, 2.93, -2.53)  0.09
H (6.87, 4.52, -2.46)  0.10
H (8.62, 4.42, -2.68)  0.09
C (-1.46, -3.69, 0.81)  -0.05
C (-0.21, -3.34, 0.02)  -0.21
O (0.08, -4.34, -0.96)  0.04
C (-0.66, -4.29, -2.07)  -0.60
O (-1.52, -3.48, -2.32)  0.12
O (-0.30, -5.31, -2.86)  0.00
C (-1.07, -5.43, -4.06)  -0.05
H (-1.38, -4.69, 1.23)  0.09
H (-1.62, -2.97, 1.61)  0.06
H (-2.35, -3.69, 0.17)  0.08
H (0.64, -3.30, 0.69)  0.12
H (-0.30, -2.35, -0.45)  0.12
H (-1.10, -4.49, -4.61)  0.09
H (-2.08, -5.75, -3.81)  0.10
H (-0.60, -6.18, -4.68)  0.09
C (-4.05, 1.09, 6.36)  -0.06
C (-4.56, 0.24, 7.50)  -0.20
O (-5.89, 0.63, 7.87)  0.05
C (-6.85, 0.18, 7.06)  -0.58
O (-6.69, -0.52, 6.09)  0.09
O (-8.03, 0.64, 7.50)  0.01
C (-9.13, 0.30, 6.67)  -0.04
H (-4.13, 2.15, 6.60)  0.09
H (-3.00, 0.86, 6.15)  0.06
H (-4.63, 0.93, 5.45)  0.07
H (-3.94, 0.39, 8.38)  0.12
H (-4.52, -0.82, 7.26)  0.13
H (-9.18, -0.77, 6.48)  0.10
H (-9.07, 0.85, 5.73)  0.10
H (-10.04, 0.60, 7.19)  0.09
C (-7.34, -2.21, 3.81)  -0.07
C (-6.08, -1.82, 3.06)  -0.21
O (-5.72, -2.81, 2.09)  0.03
C (-6.42, -2.78, 0.95)  -0.60
O (-7.31, -2.01, 0.68)  0.12
O (-5.99, -3.78, 0.17)  0.00
C (-6.71, -3.93, -1.05)  -0.05
H (-7.23, -3.21, 4.24)  0.09
H (-7.55, -1.50, 4.61)  0.04
H (-8.20, -2.25, 3.14)  0.08
H (-5.25, -1.75, 3.76)  0.12
H (-6.19, -0.84, 2.59)  0.13
H (-6.76, -2.99, -1.60)  0.10
H (-7.72, -4.30, -0.84)  0.10
H (-6.19, -4.66, -1.66)  0.09
C (2.94, 0.78, -13.57)  -0.07
C (3.66, 1.57, -12.49)  -0.21
O (3.12, 1.27, -11.20)  0.03
C (3.52, 0.12, -10.66)  -0.60
O (4.29, -0.67, -11.15)  0.12
O (2.91, -0.03, -9.48)  0.00
C (3.18, -1.27, -8.83)  -0.04
H (1.86, 0.95, -13.51)  0.08
H (3.29, 1.09, -14.56)  0.08
H (3.11, -0.29, -13.46)  0.07
H (3.51, 2.64, -12.65)  0.12
H (4.73, 1.39, -12.51)  0.12
H (4.25, -1.44, -8.74)  0.10
H (2.71, -2.09, -9.37)  0.10
H (2.76, -1.23, -7.83)  0.09

The HOMO energy comes out at -8.9 eV.

No. 2
The following is a DFT calculation (wB97M-V/def2-TZVPD) of a molecular structure, C34H46CeIN5O5PS2Si2 in a non-equilibrium geometry.

Last column: Löwdin spin population.
Positions of all 97 atoms, in Å:
Ce (0.89, -0.03, 0.33)  1.02
I (3.55, 1.89, -0.65)  0.00
C (2.86, 3.61, 0.45)  0.00
C (3.73, 4.67, 0.49)  0.00
C (3.37, 5.84, 1.16)  0.00
C (2.15, 5.92, 1.77)  0.00
C (1.24, 4.85, 1.72)  0.00
C (-0.03, 4.97, 2.31)  0.00
C (-0.92, 3.94, 2.22)  0.00
C (-0.57, 2.74, 1.57)  0.00
C (0.68, 2.51, 0.99)  0.00
C (1.58, 3.62, 1.05)  0.00
H (4.69, 4.60, 0.00)  0.00
H (4.06, 6.67, 1.19)  0.00
H (1.86, 6.82, 2.31)  0.00
H (-0.28, 5.88, 2.83)  0.00
H (-1.91, 4.03, 2.66)  0.00
H (-1.32, 1.96, 1.55)  0.00
C (-3.31, -3.27, 1.22)  0.00
Si (-2.16, -1.78, 1.70)  0.00
C (-0.47, -2.65, 1.87)  0.00
C (-2.81, -1.29, 3.44)  0.00
N (-2.05, -0.49, 0.55)  0.00
C (-3.08, 0.19, 0.08)  0.00
C (-4.43, -0.01, 0.51)  0.00
C (-5.50, 0.67, 0.00)  0.00
C (-5.33, 1.66, -0.98)  0.00
C (-4.06, 1.93, -1.40)  0.00
C (-2.94, 1.23, -0.92)  0.00
N (-1.77, 1.65, -1.45)  0.00
Si (-0.10, 3.24, -2.64)  0.00
C (-1.06, 2.94, -4.28)  0.00
C (-1.01, 4.53, -1.56)  0.00
C (1.59, 3.99, -3.12)  0.00
H (-3.63, -3.79, 2.12)  0.00
H (-2.79, -3.99, 0.61)  0.00
H (-4.20, -2.95, 0.69)  0.00
H (-0.29, -2.90, 2.92)  0.00
H (0.35, -2.00, 1.54)  0.00
H (-0.43, -3.56, 1.29)  0.00
H (-2.40, -1.95, 4.20)  0.00
H (-3.89, -1.33, 3.51)  0.00
H (-2.49, -0.28, 3.70)  0.00
H (-4.60, -0.75, 1.28)  0.00
H (-6.50, 0.45, 0.36)  0.00
H (-6.18, 2.20, -1.36)  0.00
H (-3.86, 2.71, -2.13)  0.00
H (-2.08, 2.62, -4.11)  0.00
H (-0.56, 2.17, -4.87)  0.00
H (-1.09, 3.85, -4.87)  0.00
H (-2.08, 4.38, -1.55)  0.00
H (-0.80, 5.54, -1.91)  0.00
H (-0.66, 4.45, -0.53)  0.00
H (2.26, 3.26, -3.57)  0.00
H (2.09, 4.41, -2.25)  0.00
H (1.44, 4.80, -3.84)  0.00
S (3.10, -0.24, 2.35)  0.00
C (1.92, -0.54, 3.57)  0.00
S (0.36, 0.14, 3.36)  0.00
C (2.22, -1.32, 4.69)  0.00
C (1.29, -1.63, 5.68)  0.00
N (0.58, -1.96, 6.53)  0.00
C (3.44, -1.97, 4.87)  0.00
N (4.42, -2.55, 5.07)  0.00
O (0.34, 1.83, -1.87)  0.00
N (-0.65, 1.12, -1.21)  0.00
C (3.28, -3.57, 1.69)  0.00
C (3.13, -3.46, 0.17)  0.00
C (2.82, -4.85, -0.41)  0.00
C (4.40, -2.88, -0.44)  0.00
O (2.03, -2.57, -0.07)  0.00
P (1.60, -2.10, -1.59)  0.00
O (2.18, -2.95, -2.66)  0.00
O (1.80, -0.62, -1.60)  0.00
O (-0.03, -2.29, -1.40)  0.00
C (-0.84, -2.73, -2.49)  0.00
C (-0.40, -2.08, -3.81)  0.00
C (-0.78, -4.25, -2.60)  0.00
C (-2.27, -2.27, -2.20)  0.00
H (4.05, -4.29, 1.94)  0.00
H (2.34, -3.87, 2.15)  0.00
H (3.57, -2.60, 2.10)  0.00
H (3.65, -5.52, -0.21)  0.00
H (2.68, -4.76, -1.48)  0.00
H (1.92, -5.25, 0.04)  0.00
H (5.25, -3.51, -0.20)  0.00
H (4.57, -1.88, -0.04)  0.00
H (4.29, -2.80, -1.52)  0.00
H (0.58, -2.45, -4.09)  0.00
H (-0.33, -1.01, -3.68)  0.00
H (-1.12, -2.32, -4.59)  0.00
H (0.26, -4.55, -2.74)  0.00
H (-1.38, -4.60, -3.44)  0.00
H (-1.15, -4.71, -1.68)  0.00
H (-2.33, -1.19, -2.23)  0.00
H (-2.59, -2.60, -1.22)  0.00
H (-2.94, -2.68, -2.96)  0.00

The HOMO energy (alpha / beta) comes out at -2.2 / -2.2 eV. The spin multiplicity is 2. As for the charge: -2.

No. 3
The following is a DFT calculation (wB97M-V/def2-TZVPD) of a molecular structure, C34H46ClF3IrO3P4 in a non-equilibrium geometry.

Last column: Löwdin spin population.
Positions of all 92 atoms, in Å:
P (-1.41, -0.96, -5.23)  0.32
C (-3.16, -0.99, -5.92)  0.49
C (-3.58, -0.19, -7.03)  0.42
H (-2.95, 0.61, -7.44)  0.02
C (-4.83, -0.42, -7.62)  0.02
H (-5.13, 0.20, -8.49)  -0.01
C (-5.69, -1.41, -7.13)  0.44
H (-6.66, -1.57, -7.62)  0.02
C (-5.29, -2.15, -6.02)  0.38
H (-5.96, -2.89, -5.63)  0.01
C (-4.05, -1.94, -5.43)  0.08
H (-3.77, -2.53, -4.58)  0.00
C (-0.77, 0.48, -6.16)  0.27
C (-1.06, 1.75, -5.65)  0.13
H (-1.54, 1.83, -4.70)  0.00
C (-0.76, 2.89, -6.37)  0.05
H (-0.99, 3.86, -5.96)  0.00
C (-0.17, 2.83, -7.62)  0.27
H (0.07, 3.72, -8.20)  0.01
C (0.15, 1.57, -8.15)  0.06
H (0.63, 1.47, -9.14)  0.00
C (-0.13, 0.39, -7.43)  0.11
H (0.14, -0.58, -7.87)  0.00
C (-0.73, -2.33, -6.32)  0.10
C (-1.35, -2.84, -7.48)  0.02
H (-2.37, -2.57, -7.74)  0.00
C (-0.66, -3.71, -8.33)  0.01
H (-1.15, -4.07, -9.23)  0.00
C (0.64, -4.12, -8.04)  0.01
H (1.17, -4.79, -8.71)  0.00
C (1.24, -3.66, -6.86)  0.00
H (2.24, -3.99, -6.61)  0.00
C (0.57, -2.78, -6.01)  0.02
H (1.07, -2.43, -5.10)  0.00
Ir (-0.03, 0.10, -0.37)  0.93
C (1.73, 0.89, -0.66)  0.01
C (2.05, 1.31, -1.90)  0.00
H (2.42, 1.03, 0.20)  0.01
C (1.09, 1.10, -3.05)  0.02
O (1.82, 0.35, -4.05)  0.04
H (1.30, 0.35, -4.88)  0.01
C (-0.23, 0.22, -2.60)  0.18
H (0.91, 2.13, -3.44)  0.00
C (-0.99, -0.65, -3.31)  0.24
Cl (-2.06, -0.89, 0.13)  0.18
P (0.90, -2.11, -0.26)  0.00
P (-1.47, 1.95, -0.16)  0.00
C (0.04, -3.28, 0.87)  0.00
H (-0.83, -3.72, 0.38)  0.00
H (-0.25, -2.76, 1.79)  0.00
H (0.76, -4.05, 1.12)  0.00
C (1.03, -2.96, -1.87)  0.00
H (1.56, -2.31, -2.59)  0.00
H (0.02, -3.15, -2.26)  0.00
H (1.57, -3.91, -1.77)  0.00
C (2.64, -2.02, 0.34)  0.00
H (2.68, -1.45, 1.28)  0.00
H (3.27, -1.52, -0.41)  0.00
H (3.02, -3.03, 0.52)  0.00
C (-2.27, 2.14, 1.47)  0.00
H (-1.52, 2.48, 2.19)  0.00
H (-2.67, 1.18, 1.81)  0.00
H (-3.09, 2.87, 1.40)  0.00
C (-0.44, 3.45, -0.30)  0.00
H (0.14, 3.43, -1.23)  0.00
H (0.26, 3.46, 0.55)  0.00
H (-1.08, 4.33, -0.27)  0.00
C (-2.81, 2.07, -1.37)  0.00
H (-3.51, 1.23, -1.23)  0.00
H (-2.40, 2.05, -2.38)  0.00
H (-3.34, 3.02, -1.20)  0.00
P (3.73, 1.98, -2.13)  0.00
C (4.31, 2.68, -0.59)  0.00
C (3.67, 3.28, -3.39)  0.00
H (4.28, 1.93, 0.21)  0.00
H (3.69, 3.53, -0.31)  0.00
H (5.35, 3.01, -0.72)  0.00
H (3.07, 2.93, -4.25)  0.00
H (4.70, 3.49, -3.71)  0.00
H (3.22, 4.19, -2.95)  0.00
C (4.80, 0.65, -2.67)  0.00
H (5.17, 0.10, -1.79)  0.00
H (5.65, 1.08, -3.22)  0.00
H (4.23, -0.03, -3.33)  0.00
H (-1.83, -1.21, -2.81)  0.01
F (1.65, 0.45, 4.89)  0.00
C (1.30, 1.02, 3.72)  0.00
F (0.33, 1.95, 3.96)  0.00
F (2.39, 1.69, 3.24)  0.00
C (0.78, 0.01, 2.64)  0.00
O (0.91, -1.21, 2.75)  0.01
O (0.23, 0.72, 1.71)  0.05

The HOMO energy (alpha / beta) comes out at -9.8 / -13.4 eV. The spin multiplicity is 6. As for the charge: +2.

No. 4
The following is a DFT calculation (wB97M-V/def2-TZVPD) of a molecular structure, C34H46CuO5S in a non-equilibrium geometry.

Last column: Löwdin charge in e.
Positions of all 87 atoms, in Å:
C (8.39, -0.24, 4.69)  0.10
C (8.08, -0.59, 3.58)  -0.13
C (7.49, -1.10, 2.28)  -0.20
C (7.23, 0.05, 1.24)  -0.18
C (6.28, -0.54, 0.13)  -0.12
C (5.34, 0.52, -0.56)  -0.35
C (4.81, -0.21, -1.84)  -0.10
C (3.73, -1.37, -1.62)  -0.15
C (3.13, -2.08, -2.83)  -0.05
C (2.20, -3.10, -2.62)  -0.05
C (1.77, -3.48, -1.31)  -0.01
C (2.29, -2.84, -0.17)  -0.21
C (1.91, -3.19, 1.27)  -0.03
C (3.25, -1.79, -0.38)  -0.01
O (6.29, 1.43, -1.12)  0.06
C (6.25, 2.65, -0.42)  -0.47
O (7.07, 3.50, -0.43)  0.23
O (5.08, 2.61, 0.30)  0.00
C (4.35, 1.37, 0.31)  -0.57
S (4.17, 1.00, 2.12)  0.92
C (2.88, 1.58, -0.20)  -0.15
C (2.49, 3.08, -0.42)  -0.19
O (1.09, 3.30, -0.46)  -0.12
C (0.43, 2.47, -1.41)  -0.20
C (-0.87, 3.09, -1.99)  -0.16
O (-1.68, 3.76, -1.03)  -0.05
C (-2.70, 2.96, -0.55)  -0.28
C (-2.46, 1.94, 0.40)  0.00
C (-3.52, 1.15, 0.93)  -0.03
C (-4.87, 1.32, 0.54)  -0.17
C (-6.05, 0.50, 1.14)  -0.43
C (-5.58, -0.40, 2.32)  -0.07
C (-7.01, 1.61, 1.80)  -0.03
C (-6.92, -0.22, 0.05)  -0.11
C (-6.46, -1.66, -0.38)  -0.55
C (-7.19, -1.95, -1.76)  -0.08
C (-4.93, -1.79, -0.70)  -0.05
C (-6.97, -2.80, 0.57)  -0.06
C (-5.10, 2.34, -0.44)  -0.03
C (-4.05, 3.13, -0.98)  0.01
H (8.68, -0.25, 5.74)  0.04
H (6.56, -1.66, 2.52)  0.10
H (8.20, -1.83, 1.82)  0.12
H (8.21, 0.29, 0.79)  0.13
H (6.87, 0.98, 1.72)  0.09
H (5.76, -1.42, 0.56)  0.10
H (6.94, -0.94, -0.67)  0.14
H (4.38, 0.57, -2.55)  0.13
H (5.71, -0.71, -2.37)  0.14
H (3.42, -1.86, -3.92)  0.10
H (1.75, -3.65, -3.47)  0.12
H (1.04, -4.30, -1.17)  0.13
H (2.86, -3.19, 1.86)  0.09
H (1.26, -2.44, 1.74)  0.10
H (1.51, -4.23, 1.36)  0.09
H (3.66, -1.32, 0.53)  0.08
H (4.43, -0.31, 2.35)  -0.11
H (2.21, 1.22, 0.61)  0.10
H (2.62, 0.97, -1.09)  0.10
H (2.87, 3.72, 0.41)  0.14
H (2.94, 3.51, -1.35)  0.14
H (1.13, 2.26, -2.26)  0.13
H (0.15, 1.52, -0.88)  0.12
H (-1.42, 2.28, -2.53)  0.14
H (-0.57, 3.82, -2.78)  0.13
H (-1.43, 1.77, 0.75)  0.11
H (-3.23, 0.40, 1.69)  0.10
H (-6.45, -0.99, 2.68)  0.09
H (-4.67, -1.00, 2.13)  0.06
H (-5.32, 0.29, 3.16)  0.09
H (-8.01, 1.62, 1.30)  0.08
H (-7.15, 1.40, 2.88)  0.08
H (-6.58, 2.62, 1.66)  0.08
H (-7.95, -0.31, 0.44)  0.12
H (-6.96, 0.39, -0.88)  0.11
H (-7.10, -1.07, -2.43)  0.08
H (-8.28, -2.07, -1.54)  0.09
H (-6.86, -2.90, -2.21)  0.08
H (-4.78, -2.84, -1.06)  0.08
H (-4.27, -1.66, 0.17)  0.06
H (-4.69, -1.14, -1.57)  0.09
H (-6.73, -3.77, 0.06)  0.08
H (-8.08, -2.79, 0.66)  0.09
H (-6.45, -2.83, 1.54)  0.06
H (-6.12, 2.54, -0.79)  0.12
H (-4.28, 3.93, -1.71)  0.12
Cu (4.60, -0.62, -3.94)  0.62

The HOMO energy comes out at -10.2 eV. As for the charge: +1.

No. 5
The following is a DFT calculation (wB97M-V/def2-TZVPD) of a molecular structure, C34H46FN4O2Si2Sn.

Last column: Löwdin charge in e.
Positions of all 90 atoms, in Å:
Sn (-0.94, 0.05, 0.60)  1.07
C (5.81, -4.00, 3.33)  -0.10
O (4.74, -4.28, 2.45)  -0.08
C (4.90, -3.92, 1.14)  -0.28
C (3.78, -4.08, 0.33)  0.02
C (3.84, -3.73, -1.01)  -0.01
C (5.02, -3.22, -1.55)  -0.30
C (6.14, -3.12, -0.75)  -0.05
C (6.09, -3.45, 0.60)  -0.02
N (5.17, -2.91, -2.95)  0.05
N (4.30, -2.29, -3.59)  0.06
C (3.19, -1.64, -2.99)  -0.26
C (1.99, -1.79, -3.67)  -0.03
C (0.78, -1.35, -3.16)  -0.01
C (0.72, -0.69, -1.93)  -0.40
O (-0.39, -0.26, -1.44)  -0.29
C (1.97, -0.49, -1.22)  -0.16
N (1.88, 0.13, -0.02)  0.08
C (2.99, 0.41, 0.62)  -0.14
C (4.26, 0.22, 0.06)  -0.04
C (4.36, -0.41, -1.15)  -0.02
C (3.20, -0.88, -1.79)  -0.11
H (5.46, -4.27, 4.32)  0.09
H (6.07, -2.94, 3.31)  0.09
H (6.70, -4.59, 3.08)  0.09
H (2.87, -4.47, 0.76)  0.12
H (2.96, -3.85, -1.63)  0.12
H (7.06, -2.75, -1.19)  0.11
H (6.98, -3.34, 1.21)  0.10
H (2.02, -2.34, -4.61)  0.11
H (-0.15, -1.50, -3.70)  0.11
H (2.88, 0.85, 1.61)  0.10
H (5.14, 0.58, 0.58)  0.10
H (5.33, -0.54, -1.63)  0.11
C (-0.92, -3.30, -0.32)  -0.20
Si (-2.72, -2.90, 0.03)  0.34
C (-3.18, -4.03, 1.48)  -0.19
C (-3.74, -3.45, -1.45)  -0.17
N (-2.91, -1.21, 0.32)  -0.22
C (-4.15, -0.66, 0.46)  -0.34
C (-5.28, -1.28, 1.05)  -0.05
C (-6.50, -0.64, 1.18)  -0.12
C (-6.69, 0.66, 0.73)  -0.12
C (-5.62, 1.30, 0.11)  -0.04
C (-4.42, 0.64, -0.01)  -0.25
F (-3.42, 1.27, -0.69)  -0.02
H (-0.80, -4.38, -0.45)  0.03
H (-0.27, -2.98, 0.49)  0.01
H (-0.58, -2.81, -1.23)  0.01
H (-2.79, -5.03, 1.30)  0.02
H (-4.26, -4.12, 1.65)  0.01
H (-2.73, -3.66, 2.41)  0.03
H (-3.61, -4.52, -1.64)  0.02
H (-3.43, -2.90, -2.34)  0.03
H (-4.81, -3.26, -1.29)  0.02
H (-5.17, -2.29, 1.43)  0.07
H (-7.32, -1.17, 1.65)  0.09
H (-7.64, 1.16, 0.84)  0.09
H (-5.71, 2.31, -0.29)  0.11
C (0.69, 2.84, 1.85)  -0.24
Si (-0.73, 2.79, 0.55)  0.60
C (-2.14, 3.83, 1.39)  -0.65
C (-3.32, 4.16, 0.47)  -0.10
C (-2.66, 2.95, 2.54)  -0.12
C (-1.66, 5.16, 1.99)  -0.11
C (-0.05, 3.65, -1.05)  -0.65
C (-1.10, 3.64, -2.16)  -0.10
C (1.15, 2.83, -1.54)  -0.11
C (0.43, 5.09, -0.83)  -0.11
H (1.60, 3.29, 1.44)  0.02
H (0.94, 1.82, 2.17)  -0.02
H (0.41, 3.39, 2.74)  0.01
H (-3.71, 3.29, -0.05)  0.04
H (-3.04, 4.90, -0.28)  0.06
H (-4.14, 4.60, 1.07)  0.08
H (-3.12, 2.03, 2.17)  0.06
H (-3.42, 3.49, 3.12)  0.08
H (-1.86, 2.66, 3.23)  0.07
H (-1.35, 5.87, 1.22)  0.06
H (-0.82, 5.04, 2.68)  0.06
H (-2.48, 5.62, 2.55)  0.08
H (-1.52, 2.64, -2.30)  0.08
H (-0.65, 3.94, -3.11)  0.08
H (-1.93, 4.32, -1.96)  0.06
H (0.85, 1.81, -1.76)  0.05
H (1.97, 2.81, -0.82)  0.07
H (1.54, 3.27, -2.47)  0.09
H (-0.39, 5.77, -0.60)  0.06
H (0.93, 5.47, -1.73)  0.08
H (1.16, 5.16, -0.01)  0.07

The HOMO energy comes out at -3.4 eV. As for the charge: -1.

Energy (computed, a.u.): -7546.06752, -4463.07861, -3777.62047, -3737.53577, -2585.93486